C7H8O3S | ωB97M-V with the def2-TZVPD basis set

Geometry as ORCA input:
```
! RIJCOSX wB97M-V def2-TZVPD def2/J DEFGRID3
* xyz 0 1
C 0.232 -0.680 -0.629
C 0.888 0.287 0.027
C -1.254 -0.889 -0.441
C -1.870 -0.043 0.591
C -2.996 0.260 1.176
C 0.906 -1.570 -1.689
C 2.285 0.816 0.178
O -1.930 -1.630 -1.156
O 0.214 1.074 2.452
O -0.354 2.555 0.590
S -0.228 1.242 1.109
H -3.000 1.218 1.803
H -3.935 -0.237 1.200
H 0.270 -1.684 -2.512
H 1.306 -2.538 -1.442
H 1.656 -0.964 -2.050
H 2.598 0.664 1.262
H 2.214 1.904 -0.031
H 2.997 0.216 -0.440
*
```

HOMO level = -0.35639 hartree
LUMO = -0.0310 Ha
Energy above the lowest of the compared OMol25 structures with the same formula, charge and spin = 69.9 kcal per mole
SMILES = C=C1C(=O)C(C)=C(C)S1(=O)=O
Gap between HOMO and LUMO = 0.3254 hartree
Energy = -24363.1435 eV

=====

C7H8OS | ωB97M-V with the def2-TZVPD basis set

Geometry as ORCA input:
```
! RIJCOSX wB97M-V def2-TZVPD def2/J DEFGRID3
* xyz 0 1
C 1.664 -2.039 -0.370
C 1.006 -1.157 0.416
C -2.056 0.601 1.317
C -2.725 0.302 -1.205
C 0.154 1.565 0.356
C 0.283 0.027 -0.080
C -0.962 0.675 0.584
O -2.886 -0.428 1.284
S -3.494 -0.768 -0.333
H 2.298 -2.862 -0.027
H 1.685 -1.723 -1.432
H 1.261 -1.312 1.499
H -2.472 1.439 1.873
H -3.033 0.372 -2.274
H 0.820 1.852 1.222
H -0.005 2.413 -0.298
H 0.248 -0.003 -1.213
*
```

HOMO level = -0.30811 hartree
LUMO = -0.0026 Ha
Energy above the lowest of the compared OMol25 structures with the same formula, charge and spin = 126.6 kcal per mole
Gap between HOMO and LUMO = 0.3055 hartree
Energy = -20264.5950 eV

=====

C7H8OS | ωB97M-V with the def2-TZVPD basis set

Geometry as ORCA input:
```
! RIJCOSX wB97M-V def2-TZVPD def2/J DEFGRID3
* xyz 0 1
C 0.581 2.339 -0.203
C -0.269 -0.291 -0.358
C -0.418 -0.761 0.888
C 0.221 -1.929 1.250
C 1.224 -2.447 0.559
C 1.514 -1.761 -0.620
C 0.792 -0.743 -1.104
H 0.303 3.451 -0.022
H 1.086 1.793 0.617
H 1.311 2.605 -1.273
H -1.340 -0.434 1.608
H -0.418 -2.433 2.087
H 1.971 -3.284 0.886
H 2.264 -2.236 -1.217
H 1.236 -0.379 -2.057
O -1.760 1.538 0.750
S -0.888 1.386 -0.569
*
```

HOMO level = -0.32987 hartree
LUMO = 0.0239 Ha
Energy above the lowest of the compared OMol25 structures with the same formula, charge and spin = 52.0 kcal per mole
Gap between HOMO and LUMO = 0.3538 hartree
Energy = -20267.8297 eV